Record 1
C19H16BrClN4O2 | ωB97M-V/def2-TZVPD

As for the SMILES: COc1ccc(/C=N/NC(=O)c2cccc(Br)c2)cc1Cn1cc(Cl)cn1. As for the HOMO energy: -8.27 eV. The calculation puts the frontier orbital gap at 8.46 eV.

CARTESIAN COORDINATES (ANGSTROEM)
C1 0.35968 -1.67606 5.00492
O1 -0.27061 -1.21175 3.83449
C2 0.48684 -0.65338 2.85690
C3 1.85881 -0.43691 2.94188
C4 2.54279 0.13007 1.88362
C5 1.87639 0.50516 0.71985
C6 2.60082 1.06115 -0.39922
N1 1.98682 1.42271 -1.45458
N2 2.66559 1.88998 -2.50727
C7 2.09170 2.34509 -3.66399
O2 2.79720 2.80126 -4.54088
C8 0.60735 2.29709 -3.76045
C9 -0.01341 3.31472 -4.48199
C10 -1.39055 3.35131 -4.59795
C11 -2.16737 2.37741 -3.99328
C12 -1.53871 1.35885 -3.29716
Br1 -2.59776 0.02172 -2.43922
C13 -0.16213 1.29202 -3.18497
C14 0.49529 0.29485 0.64669
C15 -0.19940 -0.27520 1.68757
C16 -1.67236 -0.57596 1.56524
N3 -1.86862 -1.99936 1.44336
C17 -2.37981 -2.83987 2.36071
C18 -2.29409 -4.10306 1.81108
Cl1 -2.80232 -5.57529 2.52685
C19 -1.70767 -3.91697 0.55144
N4 -1.45671 -2.63780 0.35792
H1 -0.43180 -2.11433 5.61068
H2 1.10619 -2.44307 4.77908
H3 0.82951 -0.85863 5.56066
H4 2.40545 -0.71696 3.82826
H5 3.60985 0.27895 1.96400
H6 3.69139 1.13572 -0.30892
H7 3.68688 1.96971 -2.46357
H8 0.60247 4.07148 -4.94311
H9 -1.86686 4.14318 -5.15552
H10 -3.24385 2.40430 -4.06425
H11 0.30052 0.47246 -2.66053
H12 -0.02452 0.58066 -0.25227
H13 -2.21032 -0.23492 2.45188
H14 -2.07472 -0.09435 0.67107
H15 -2.75638 -2.50834 3.30523
H16 -1.47159 -4.64762 -0.19425

Cartesian forces (eV/Å) of the 2 atoms listed first:
C 0.122 -0.100 0.242
O -0.126 0.178 -0.311

natural (NBO) population analysis, charges in e, atoms 1 to 5:
1. C -0.25
2. O -0.52
3. C 0.40
4. C -0.33
5. C -0.15



Record 2
C19H16BrN4O4S | ωB97M-V/def2-TZVPD

Its net charge is -1. As for the HOMO energy: -4.47 eV. The calculation puts the frontier orbital gap at 6.93 eV.

CARTESIAN COORDINATES (ANGSTROEM)
C1 2.13477 -4.58357 0.64961
C2 2.01309 -3.18010 0.12950
C3 3.14434 -2.40141 -0.14592
C4 3.00511 -1.06672 -0.55680
C5 1.71683 -0.53402 -0.70474
S1 1.54867 1.18243 -1.13503
O1 2.70494 1.90783 -0.68848
O2 1.00639 1.38265 -2.45175
N1 0.25569 1.57691 -0.06522
C6 0.41097 1.67763 1.33293
C7 1.59794 1.88951 2.05082
C8 1.54780 2.28471 3.39287
C9 0.28710 2.47988 3.99428
C10 -0.89318 2.30762 3.25503
Br1 -2.59009 2.62255 4.03070
C11 -0.85778 1.98282 1.88520
C12 -1.77404 2.02897 0.73822
N2 -2.90398 2.86186 0.53051
O3 -3.12083 3.88431 1.21333
O4 -3.64858 2.53651 -0.43823
C13 -1.07397 1.67633 -0.47817
C14 0.60339 -1.31424 -0.45687
C15 0.73679 -2.62769 -0.04143
H1 1.15275 -5.06571 0.60142
H2 2.84450 -5.17702 0.06222
H3 2.46445 -4.61040 1.69658
H4 4.13999 -2.82698 -0.02303
H5 3.87019 -0.43494 -0.71627
H6 2.56492 1.76042 1.57738
H7 2.46271 2.48905 3.96095
H8 0.23559 2.77097 5.03799
H9 -1.28028 2.32322 -1.40851
H10 -0.38331 -0.88035 -0.59321
H11 -0.13382 -3.24886 0.17053
C16 -2.58343 -1.73118 -1.02792
C17 -2.18987 -0.78911 -2.08444
N3 -2.42715 -1.03102 -3.41455
C18 -1.97862 0.07148 -4.09280
C19 -1.59258 1.02891 -3.12412
N4 -1.61107 0.45106 -1.85961
H12 -2.09392 -1.47206 -0.08962
H13 -3.67006 -1.70767 -0.86749
H14 -2.32348 -2.76010 -1.31345
H15 -2.02506 0.22818 -5.17153
H16 -1.29382 2.03730 -3.36088

Cartesian forces (eV/Å) of the 2 atoms listed first:
C -0.060 -0.276 -0.009
C -0.025 0.276 0.004

natural (NBO) population analysis, charges in e, atoms 1 to 5:
1. C -0.63
2. C 0.00
3. C -0.22
4. C -0.20
5. C -0.27



Record 3
C19H16Cl2HfN2O5 | ωB97M-V/def2-TZVPD

Its net charge is +2. As for the HOMO energy: -14.65 eV. The calculation puts the frontier orbital gap at 7.11 eV. Its energy above the lowest of the compared OMol25 structures with the same formula, charge and spin is 0.000 eV.

CARTESIAN COORDINATES (ANGSTROEM)
Hf1 -0.37444 0.52800 -0.76646
Cl1 -2.25114 4.84567 4.69230
C1 -2.06148 3.97052 3.23417
C2 -2.20299 4.63103 2.00926
C3 -2.06485 3.96424 0.80545
Cl2 -2.26306 4.77311 -0.69135
C4 -1.75923 2.60164 0.78962
O1 -1.65752 1.93151 -0.36826
C5 -1.59717 1.94317 2.03531
C6 -1.23939 0.57421 2.11889
O2 -0.86795 -0.16083 1.15344
C7 -1.77171 2.62759 3.25697
H1 -2.43511 5.68834 1.99697
H2 -1.28544 0.09935 3.10115
H3 -1.65766 2.10527 4.19727
N1 -0.99305 -1.12470 -2.02259
C8 -1.34770 -2.04521 -2.65725
N2 -1.71607 -3.02906 -3.36786
C9 -1.73731 -2.94995 -4.85716
C10 -3.12764 -3.35767 -5.32907
O3 -3.46416 -4.62497 -4.81582
C11 -3.56581 -4.61674 -3.41160
C12 -2.21100 -4.30788 -2.78692
H4 -0.98900 -3.65072 -5.22765
H5 -1.48333 -1.93901 -5.16961
H6 -3.13217 -3.43623 -6.41422
H7 -3.86461 -2.60474 -5.02235
H8 -3.89127 -5.60831 -3.10406
H9 -4.30910 -3.88111 -3.07866
H10 -1.48669 -5.07951 -3.04803
H11 -2.27528 -4.21276 -1.70482
O4 0.88820 1.45232 -2.18042
C13 1.77681 1.69764 -1.26764
O5 1.45028 1.21441 -0.09430
C14 2.98463 2.42020 -1.50861
C15 3.89869 2.61600 -0.46218
C16 5.06593 3.30622 -0.70705
C17 5.32466 3.79974 -1.98328
C18 4.41870 3.60774 -3.02345
C19 3.24776 2.91870 -2.79338
H12 3.68151 2.22125 0.52092
H13 5.78328 3.46509 0.08575
H14 6.24379 4.33966 -2.16815
H15 4.63363 3.99749 -4.00827
H16 2.53111 2.75963 -3.58729

Cartesian forces (eV/Å) of the 2 atoms listed first:
Hf -0.224 0.153 -0.354
Cl -0.015 0.052 0.058

Löwdin population analysis, charges in e, atoms 1 to 5:
1. Hf 1.87
2. Cl 0.78
3. C -0.64
4. C -0.04
5. C -0.57



Record 4
C19H16Cl2N6O | ωB97M-V/def2-TZVPD

As for the SMILES: NCCNC(=O)c1nc2n(n1)-c1ccc(Cl)cc1C(c1ccccc1Cl)=NC2. As for the HOMO energy: -8.96 eV. The calculation puts the frontier orbital gap at 8.67 eV.

CARTESIAN COORDINATES (ANGSTROEM)
N1 -3.61046 1.93633 -5.10285
C1 -4.01837 2.87331 -3.99588
C2 -4.71992 2.05131 -2.91740
N2 -3.78257 1.06919 -2.41510
C3 -3.68099 0.63016 -1.09423
O1 -4.47900 1.07843 -0.28772
C4 -2.46413 -0.19596 -0.69455
N3 -1.42034 -0.53695 -1.56035
C5 -0.49680 -0.98826 -0.77550
N4 -0.95084 -1.00902 0.52053
N5 -2.24486 -0.52123 0.56120
C6 -0.24808 -1.51062 1.62909
C7 -0.95737 -2.19081 2.65559
C8 -0.30884 -2.81806 3.69896
C9 1.09272 -2.80798 3.69953
Cl1 1.96639 -3.65999 4.93624
C10 1.79470 -2.11277 2.73727
C11 1.16106 -1.46539 1.68342
C12 2.05846 -0.74012 0.76851
C13 3.25093 -0.04760 1.25889
C14 4.42369 -0.13960 0.50790
C15 5.56885 0.57169 0.87032
C16 5.54822 1.40598 1.99741
C17 4.39922 1.53240 2.74987
C18 3.23322 0.83176 2.36409
Cl2 1.75673 1.15063 3.27134
N6 1.89742 -0.76426 -0.54234
C19 0.82760 -1.50278 -1.18213
H1 -3.14348 2.41352 -5.88020
H2 -4.38786 1.35099 -5.45373
H3 -3.14775 3.37929 -3.50418
H4 -4.68163 3.65768 -4.40300
H5 -5.05498 2.73751 -2.10368
H6 -5.59285 1.52725 -3.34107
H7 -3.07946 0.72072 -3.08151
H8 -2.03619 -2.16835 2.59892
H9 -0.82193 -3.40933 4.42738
H10 2.87897 -2.16650 2.83136
H11 4.49595 -0.79201 -0.35145
H12 6.48547 0.45608 0.27319
H13 6.40137 1.99477 2.29493
H14 4.34233 2.21470 3.56970
H15 0.86649 -2.57225 -0.94190
H16 0.87893 -1.46387 -2.27686

Cartesian forces (eV/Å) of the 2 atoms listed first:
N 0.179 0.331 0.419
C -0.014 -0.387 -0.841

natural (NBO) population analysis, charges in e, atoms 1 to 5:
1. N -0.88
2. C -0.22
3. C -0.23
4. N -0.62
5. C 0.63



Record 5
C19H16Cl3N2O5OsS | ωB97M-V/def2-TZVPD

Its net charge is +1. As for the HOMO energy (alpha / beta): -11.49 / -11.49 eV. The calculation puts the frontier orbital gap (alpha / beta) at 6.23 / 6.23 eV. Its energy above the lowest of the compared OMol25 structures with the same formula, charge and spin is 0.139 eV.

CARTESIAN COORDINATES (ANGSTROEM)
Os1 -1.47287 -0.15668 0.61272
O1 -1.20680 0.83784 2.46035
C1 -0.69416 -0.20210 2.98259
O2 -0.59578 -1.21758 2.20319
C2 -0.24922 -0.23586 4.38336
C3 0.31615 -1.40133 4.89239
C4 0.73493 -1.43806 6.20984
C5 0.57806 -0.30210 6.98135
C6 0.01965 0.86520 6.49591
C7 -0.40030 0.89528 5.17891
N1 1.02952 -0.33723 8.39475
O3 1.45154 -1.39131 8.81585
O4 0.94417 0.69130 9.02902
H1 0.42208 -2.26840 4.25511
H2 1.17568 -2.32247 6.64542
H3 -0.07758 1.72160 7.14665
H4 -0.84671 1.78726 4.76129
Cl1 -0.01086 -4.01518 -2.89994
C8 -1.65974 -3.44712 -2.61874
Cl2 -2.67464 -4.74264 -1.99154
Cl3 -2.34853 -2.76392 -4.09296
C9 -1.59331 -2.37264 -1.61493
N2 -1.55254 -1.54442 -0.82832
C10 0.73130 5.93831 -3.46614
C11 0.85722 4.61931 -2.76396
C12 1.45281 3.52807 -3.39663
C13 1.56132 2.30241 -2.77760
C14 2.23042 1.17155 -3.52325
C15 1.01566 2.14608 -1.47016
C16 1.02974 0.83340 -0.93174
O5 0.41636 0.41161 0.07820
C17 0.44944 3.26447 -0.78998
C18 -0.02950 3.22182 0.63362
C19 0.38790 4.46920 -1.46137
H5 1.36088 5.98528 -4.35217
H6 0.99443 6.76110 -2.80154
H7 -0.30420 6.09283 -3.77822
H8 1.85148 3.65350 -4.39637
H9 2.71204 1.55578 -4.41946
H10 1.50842 0.41550 -3.83856
H11 2.99961 0.67836 -2.92878
H12 1.64959 0.09429 -1.44627
H13 0.54993 2.54476 1.25557
H14 -1.06719 2.89246 0.68328
H15 0.01669 4.22013 1.06546
H16 -0.02382 5.33227 -0.94902
S1 -3.25494 0.79050 0.13271

Cartesian forces (eV/Å) of the 2 atoms listed first:
Os -1.105 0.080 -0.784
O 0.074 -0.018 -0.086

natural (NBO) population analysis, charges in e, atoms 1 to 5:
1. Os 1.02
2. O -0.64
3. C 0.76
4. O -0.65
5. C -0.12



Record 6
C19H16Cl4N2O2S | ωB97M-V/def2-TZVPD

As for the SMILES: CC(C)[C@H]1CCN2C(=N1)Sc1ccccc12.O=C1C(=O)C(Cl)=C(Cl)C(Cl)=C1Cl. As for the HOMO energy: -8.25 eV. The calculation puts the frontier orbital gap at 6.55 eV.

CARTESIAN COORDINATES (ANGSTROEM)
C1 0.21559 -2.17711 3.08161
C2 -1.02357 -1.81042 2.29415
C3 -2.07154 -2.91727 2.42283
C4 -0.63096 -1.48720 0.85287
C5 -1.73813 -1.73712 -0.13678
C6 -1.25211 -1.58086 -1.55109
N1 -0.33898 -0.44529 -1.63506
C7 0.12721 0.21315 -0.53159
N2 -0.12209 -0.11354 0.70343
S1 1.17438 1.52659 -1.03894
C8 0.90788 1.15741 -2.72378
C9 1.40375 1.79086 -3.86010
C10 1.07450 1.28082 -5.12465
C11 0.26063 0.14560 -5.25474
C12 -0.24207 -0.49159 -4.11537
C13 0.08498 0.04416 -2.86823
H1 0.67687 -3.07583 2.65750
H2 0.94305 -1.35952 3.06611
H3 -0.06568 -2.39122 4.11807
H4 -1.44644 -0.90082 2.73160
H5 -1.70873 -3.86200 1.99696
H6 -2.27184 -3.08783 3.48355
H7 -3.01983 -2.64732 1.94714
H8 0.19270 -2.18613 0.61090
H9 -2.12906 -2.75347 -0.01717
H10 -2.55299 -1.02833 0.06939
H11 -0.72531 -2.48774 -1.88696
H12 -2.09399 -1.41184 -2.23229
H13 2.03405 2.66400 -3.72570
H14 1.46160 1.77160 -6.01619
H15 0.02414 -0.24504 -6.24368
H16 -0.86027 -1.38821 -4.18949
O1 -0.47936 0.88559 3.14937
C14 0.20826 1.38341 2.24652
C15 1.73836 1.18962 2.23830
O2 2.24495 0.07771 2.38645
C16 2.52328 2.40474 2.13908
Cl1 4.20591 2.20602 2.27735
C17 1.94837 3.64072 1.87117
Cl2 2.91128 5.04948 1.86941
C18 0.56974 3.71940 1.46792
Cl3 -0.05567 5.19843 0.87662
C19 -0.22588 2.59485 1.50220
Cl4 -1.87696 2.64158 1.09133

Cartesian forces (eV/Å) of the 2 atoms listed first:
C 0.138 0.110 0.391
C -0.360 0.265 0.257

natural (NBO) population analysis, charges in e, atoms 1 to 5:
1. C -0.62
2. C -0.23
3. C -0.61
4. C -0.05
5. C -0.42